No. 1
{"formula": "C16H25N3O5S", "method": "the ωB97M-V functional and the def2-TZVPD basis", "elements": ["C", "C", "N", "O", "C", "C", "C", "S", "O", "O", "N", "C", "C", "C", "C", "C", "O", "N", "C", "C", "C", "C", "C", "O", "C", "H", "H", "H", "H", "H", "H", "H", "H", "H", "H", "H", "H", "H", "H", "H", "H", "H", "H", "H", "H", "H", "H", "H", "H", "H"], "coordinates": [[2.7744, -3.3450, -0.1948], [3.4077, -2.0097, -0.1989], [4.6965, -1.8148, -0.2041], [4.9123, -0.4724, -0.2015], [3.7397, 0.1735, -0.1939], [3.7149, 1.6515, -0.1810], [2.7316, -0.7551, -0.1978], [0.9825, -0.5386, -0.1659], [0.4446, -1.3314, 0.9015], [0.7094, 0.8716, -0.1962], [0.5689, -1.3057, -1.5812], [0.8635, -0.5574, -2.7851], [-0.2983, 0.3422, -3.1966], [-1.5665, -0.4926, -3.3534], [-1.8879, -1.1955, -2.0273], [-2.4352, -0.1481, -1.0422], [-3.1430, 0.7492, -1.4631], [-2.2316, -0.3484, 0.2743], [-2.7668, 0.5918, 1.2362], [-1.6732, 1.4238, 1.9223], [-2.2592, 2.6581, 2.6356], [-1.5563, 2.6473, 3.9919], [-1.3325, 1.1495, 4.1897], [-0.9987, 0.6539, 2.9127], [-0.6795, -2.0378, -1.6064], [2.0140, -3.3750, 0.5829], [2.2837, -3.5198, -1.1509], [3.5249, -4.1108, -0.0241], [4.2271, 2.0443, -1.0581], [2.6807, 1.9842, -0.1706], [4.2317, 2.0231, 0.7022], [1.0879, -1.2780, -3.5804], [1.7607, 0.0309, -2.5817], [-0.4528, 1.0957, -2.4227], [-0.0559, 0.8479, -4.1322], [-1.4272, -1.2363, -4.1420], [-2.4036, 0.1520, -3.6215], [-2.7289, -1.8832, -2.1872], [-1.4770, -0.9239, 0.6218], [-3.4448, 1.2504, 0.6878], [-3.3233, 0.0353, 1.9976], [-0.9237, 1.7006, 1.1726], [-2.0825, 3.5708, 2.0726], [-3.3348, 2.5323, 2.7690], [-2.1502, 3.0932, 4.7864], [-0.5960, 3.1593, 3.9285], [-0.5097, 0.9091, 4.8648], [-2.2517, 0.6713, 4.5635], [-0.5600, -2.8510, -2.3338], [-0.8060, -2.4821, -0.6193]], "gap_ha": 0.3578, "lumo_energy_ev": 0.638, "homo_energy_ev": -9.098, "de_lowest_ev": 0.308, "smiles": "Cc1noc(C)c1S(=O)(=O)N1CCC[C@H](C(=O)NC[C@H]2CCCO2)C1", "total_charge": 0}

No. 2
{"formula": "C16H25N3O5S2", "method": "the ωB97M-V functional and the def2-TZVPD basis", "elements": ["C", "C", "C", "C", "C", "C", "C", "C", "H", "H", "H", "H", "S", "O", "O", "N", "C", "C", "N", "S", "O", "O", "N", "C", "H", "C", "H", "O", "C", "H", "C", "H", "H", "H", "H", "H", "C", "H", "C", "H", "H", "H", "H", "H", "H", "H", "H", "H", "H", "H", "H"], "coordinates": [[1.0768, 3.3804, 4.2821], [1.4221, 2.1876, 3.3799], [0.9266, 0.8772, 3.6708], [1.2738, -0.1416, 3.0607], [2.1926, 0.1486, 1.9780], [2.7402, 1.2021, 1.8066], [2.3641, 2.3408, 2.6266], [3.1428, 3.6450, 1.9596], [3.6854, 4.0709, 2.8430], [2.2358, 4.3454, 1.7109], [3.8662, 3.3037, 1.2176], [3.6420, 1.1463, 0.8704], [2.4951, -1.2912, 0.9869], [2.2926, -2.7946, 1.7762], [3.8555, -1.2649, 0.2898], [1.3109, -1.4422, -0.0035], [1.3383, -0.1832, -0.9863], [0.4833, -0.4880, -2.1310], [-0.8365, -0.7617, -1.9097], [-1.6286, 0.6456, -1.1944], [-1.7701, 0.8067, 0.0936], [-0.8589, 1.6956, -1.7090], [-3.0706, 0.5876, -2.0035], [-3.0919, 0.4768, -3.3036], [-3.7609, 1.0331, -4.0606], [-3.0482, -0.9239, -3.9510], [-2.0756, -1.0240, -4.1310], [-3.2864, -1.8866, -2.9032], [-4.5034, -1.3148, -1.9820], [-4.8272, -2.1094, -1.3875], [-4.1189, -0.0654, -1.4498], [-4.9877, 0.7446, -1.4423], [-3.8958, -0.2083, -0.3644], [-5.3442, -1.0428, -2.7974], [-3.6894, -1.0071, -4.6906], [-2.1562, 0.9396, -3.8501], [-0.8843, -1.7126, -0.9759], [-2.1245, -1.9508, -0.2992], [0.0196, -1.6656, 0.3605], [0.1007, -2.6604, 1.0739], [-0.5124, -0.7860, 1.0313], [-0.7401, -2.8508, -1.1400], [0.5808, 0.4060, -2.7835], [0.7708, -1.2825, -2.6941], [2.6444, -0.2510, -1.3518], [1.0443, 0.6823, -0.6369], [0.7766, -1.0755, 3.3659], [0.1169, 0.9948, 4.6180], [0.5237, 3.1482, 4.9275], [0.8078, 4.1117, 3.7040], [2.0681, 3.8534, 4.6492]], "gap_ha": 0.3589, "lumo_energy_ev": 0.439, "homo_energy_ev": -9.327, "de_lowest_ev": 19.235, "total_charge": 0}

No. 3
{"formula": "C16H25N5O5Tl", "method": "the ωB97M-V functional and the def2-TZVPD basis", "elements": ["O", "H", "Tl", "N", "N", "O", "O", "C", "C", "C", "C", "H", "H", "H", "H", "H", "H", "H", "H", "O", "H", "H", "C", "H", "H", "H", "O", "H", "H", "C", "C", "C", "C", "C", "C", "N", "N", "C", "C", "C", "C", "C", "N", "H", "H", "H", "H", "H", "H", "H", "H", "H"], "coordinates": [[-1.4930, 1.3883, -4.0073], [-1.5861, 1.4711, -4.9717], [-1.8669, 0.2650, -1.1833], [0.7504, 1.4334, 0.0364], [-0.7363, 2.7105, -1.6137], [1.3427, 0.7554, 1.1060], [-1.2451, 3.5223, -2.6015], [0.6781, 2.7462, 0.2734], [-0.1436, 3.4439, -0.6803], [1.3038, 3.5082, 1.3944], [-0.3684, 4.9042, -0.7355], [2.0075, 2.8820, 1.9627], [0.5206, 3.8647, 2.0853], [1.8164, 4.4045, 1.0065], [-1.4455, 5.1236, -0.7871], [0.1048, 5.2997, -1.6476], [0.0492, 5.4190, 0.1365], [1.9834, 0.0658, 0.6400], [-1.4794, 2.8125, -3.2843], [-1.6321, 0.4962, 1.5147], [-0.6528, 0.5472, 1.6645], [-2.0285, 1.2254, 2.0214], [-0.2255, 0.7103, -3.6895], [-0.4142, -0.3685, -3.6195], [0.1793, 1.1021, -2.7448], [0.4955, 0.9255, -4.4898], [2.7884, -1.0966, 0.0889], [3.3194, -0.7222, -0.6424], [2.0172, -1.5585, -0.3725], [-0.2517, -1.5325, 5.2634], [1.0222, -1.3809, 4.6959], [1.1761, -1.5815, 3.3313], [0.0714, -1.9562, 2.5413], [-1.1950, -2.1257, 3.1279], [-1.3606, -1.9086, 4.4931], [0.2913, -2.0711, 1.1777], [-0.7426, -2.4884, 0.5253], [-0.3721, -2.8810, -0.7580], [-1.2723, -3.7383, -1.4380], [-0.9982, -4.0634, -2.7562], [0.1348, -3.4815, -3.3653], [0.9592, -2.6331, -2.6095], [0.7420, -2.3405, -1.3099], [-0.3695, -1.3683, 6.3304], [1.8813, -1.0678, 5.2991], [2.1294, -1.4896, 2.8185], [-2.0000, -2.4312, 2.4677], [-2.3499, -2.0320, 4.9358], [-2.1076, -4.1296, -0.8522], [-1.6414, -4.7524, -3.3182], [0.3761, -3.6808, -4.4149], [1.8380, -2.1471, -3.0450]], "gap_ha": 0.2758, "lumo_energy_ev": -3.722, "homo_energy_ev": -11.226, "de_lowest_ev": 0.119, "total_charge": 1}

No. 4
{"formula": "C16H25NO3", "method": "the ωB97M-V functional and the def2-TZVPD basis", "elements": ["C", "C", "C", "C", "C", "C", "O", "N", "C", "C", "C", "C", "C", "C", "O", "C", "C", "O", "C", "C", "H", "H", "H", "H", "H", "H", "H", "H", "H", "H", "H", "H", "H", "H", "H", "H", "H", "H", "H", "H", "H", "H", "H", "H", "H"], "coordinates": [[-3.5409, 0.2251, -2.8436], [-4.1272, -0.5860, -1.6943], [-3.1281, -0.7642, -0.5445], [-3.6983, -1.6790, 0.5449], [-2.6758, -1.9733, 1.6359], [-2.8445, 0.6039, 0.0680], [-3.6854, 1.2383, 0.6708], [-1.5904, 1.0658, -0.1384], [-1.1024, 2.2925, 0.4429], [-0.0413, 2.0210, 1.5226], [1.1512, 1.3287, 0.9264], [2.1767, 2.0516, 0.3485], [3.2505, 1.4075, -0.2511], [3.3126, 0.0259, -0.2887], [4.3160, -0.7045, -0.8516], [5.3975, -0.0168, -1.4266], [2.2683, -0.7242, 0.2970], [2.4049, -2.0782, 0.2173], [1.4076, -2.8854, 0.7872], [1.2076, -0.0646, 0.8915], [-2.6477, -0.2556, -3.2393], [-4.2651, 0.3156, -3.6497], [-3.2752, 1.2252, -2.5087], [-5.0125, -0.0806, -1.3047], [-4.4304, -1.5702, -2.0593], [-2.2017, -1.1981, -0.9378], [-4.5649, -1.1835, 0.9854], [-4.0317, -2.6158, 0.0926], [-2.3570, -1.0496, 2.1142], [-1.8017, -2.4742, 1.2220], [-3.1077, -2.6191, 2.3967], [-0.9056, 0.4840, -0.5952], [-0.6730, 2.9217, -0.3439], [-1.9671, 2.7966, 0.8797], [-0.4867, 1.4046, 2.3050], [0.2569, 2.9744, 1.9601], [2.1513, 3.1309, 0.3650], [4.0374, 2.0016, -0.6871], [5.0775, 0.6137, -2.2634], [5.9227, 0.5995, -0.6890], [6.0721, -0.7876, -1.7961], [1.3013, -2.7041, 1.8620], [1.7328, -3.9121, 0.6269], [0.4387, -2.7359, 0.2973], [0.4094, -0.6251, 1.3534]], "gap_ha": 0.3250, "lumo_energy_ev": 0.731, "homo_energy_ev": -8.113, "de_lowest_ev": 1.304, "smiles": "CCC(CC)C(=O)NCCc1ccc(OC)c(OC)c1", "total_charge": 0}

No. 5
{"formula": "C16H26AuN9O3S2", "method": "the ωB97M-V functional and the def2-TZVPD basis", "elements": ["Au", "C", "N", "C", "C", "N", "N", "C", "N", "N", "H", "H", "H", "H", "H", "H", "H", "H", "H", "H", "H", "N", "C", "C", "C", "C", "C", "C", "S", "O", "O", "N", "C", "N", "C", "C", "C", "N", "H", "H", "H", "H", "H", "H", "H", "H", "H", "C", "S", "C", "O", "H", "H", "H", "H", "H", "H"], "coordinates": [[-0.7646, 0.2590, -0.4607], [-4.6910, -0.9918, -4.0634], [-4.1707, -0.0983, -3.0316], [-5.0542, 0.9261, -2.4814], [-2.8887, -0.1170, -2.6227], [-2.4165, 0.6780, -1.7087], [-2.0762, -1.0291, -3.2785], [-0.7340, -1.3169, -3.1115], [-0.2792, -2.2560, -3.9720], [-0.0018, -0.7529, -2.2159], [-5.7747, -0.9483, -4.0378], [-4.4240, -2.0305, -3.8608], [-4.3634, -0.7009, -5.0646], [-6.0217, 0.8474, -2.9648], [-4.6610, 1.9264, -2.6728], [-5.2008, 0.7840, -1.4083], [-3.1219, 1.2564, -1.2772], [-2.5299, -1.5507, -4.0068], [-0.8103, -2.5481, -4.7736], [0.6938, -2.5038, -3.9643], [0.9547, -1.0805, -2.1986], [7.3934, 0.5738, 1.0788], [6.0736, 0.6116, 1.1848], [5.4246, -0.0434, 2.2762], [4.0687, 0.0209, 2.3902], [3.3196, 0.7261, 1.4259], [3.9453, 1.3785, 0.3465], [5.2999, 1.3239, 0.2147], [1.5571, 0.9060, 1.6451], [1.2152, 2.1188, 0.9472], [1.3614, 0.8331, 3.0629], [0.8670, -0.2738, 0.8315], [0.8366, -1.5906, 1.3061], [1.7702, -1.9877, 2.1608], [1.6698, -3.2467, 2.5902], [0.6744, -4.1009, 2.1596], [-0.2135, -3.5887, 1.2290], [-0.1445, -2.3342, 0.7908], [7.9622, 0.0942, 1.7623], [7.8774, 1.0488, 0.3303], [6.0245, -0.5655, 3.0105], [3.5439, -0.4422, 3.2121], [3.3349, 1.9427, -0.3455], [5.8066, 1.8296, -0.5970], [2.4222, -3.5746, 3.2980], [0.6011, -5.1159, 2.5185], [-1.0101, -4.1986, 0.8195], [-1.3580, 2.7377, 3.2964], [-1.7100, 2.7710, 1.5510], [-3.3854, 3.3815, 1.6478], [-1.9075, 1.2954, 1.1627], [-1.4093, 3.7588, 3.6740], [-0.3559, 2.3424, 3.4293], [-2.0933, 2.1007, 3.7865], [-3.3760, 4.3600, 2.1254], [-3.9841, 2.6743, 2.2202], [-3.7659, 3.4805, 0.6337]], "gap_ha": [0.2968, 0.1934], "lumo_energy_ev": [-4.683, -8.334], "homo_energy_ev": [-12.760, -13.597], "spin_multiplicity": 3, "total_charge": 2}

In eV/Å, the max |F| values for the records above are, in order, 1.4, 14.9, 3.4, 0.7, 0.4.